9
Properties=species:S:1:pos:R:3 method="wB97M-V/def2-TZVPD" orbital_gap_ha=0.260 de_lowest_kj_mol=45.25 homo_ev=-8.746
P -0.17 -0.49 -0.24
P -2.35 -0.27 -0.31
P 2.51 1.30 -0.27
P 0.34 1.52 0.01
S -3.24 1.42 0.08
H -2.72 -1.26 0.67
H -2.82 -1.18 -1.50
H 2.49 -0.08 0.24
H 2.95 1.91 0.87

=====

87
Properties=species:S:1:pos:R:3 method="wB97M-V/def2-TZVPD" orbital_gap_ha=0.317 de_lowest_kj_mol=424.06 homo_ev=-9.575
O 4.93 -1.12 1.27
H 4.88 -0.23 1.62
H 4.19 -1.19 0.67
O -4.38 0.43 3.24
H -5.27 0.37 2.91
H -4.44 1.02 3.99
O -2.78 2.72 1.28
H -2.11 2.04 1.13
H -3.56 2.37 0.86
O 2.87 -4.02 -1.00
H 2.11 -4.26 -0.46
H 2.49 -3.79 -1.85
O 1.70 -4.79 3.09
H 2.54 -4.47 2.76
H 1.05 -4.27 2.62
O 2.33 -1.34 3.70
H 2.68 -1.39 2.82
H 3.00 -1.73 4.26
O -1.62 -0.65 4.94
H -2.28 -0.46 5.61
H -1.97 -1.39 4.45
O -2.05 5.22 0.83
H -2.64 5.78 1.33
H -2.32 4.33 1.07
O 2.11 1.09 1.94
H 1.29 0.95 2.41
H 1.96 0.71 1.08
O -0.12 3.97 2.01
H -0.90 3.43 2.14
H -0.39 4.65 1.40
O -3.64 -2.26 3.65
H -3.98 -2.63 2.83
H -4.32 -1.65 3.94
O 1.83 0.75 -4.66
H 1.26 0.22 -4.11
H 2.06 0.17 -5.39
O -2.24 -0.53 1.30
H -3.11 -0.51 1.69
H -2.04 -1.46 1.21
O -2.63 -0.40 -3.01
H -1.90 0.04 -2.57
H -2.25 -1.21 -3.34
O -0.74 -2.86 -3.69
H -1.27 -3.02 -4.47
H -1.31 -3.10 -2.96
O 4.28 0.89 3.47
H 3.46 1.05 3.00
H 4.05 0.23 4.12
O -2.16 -4.55 3.85
H -2.80 -3.87 4.04
H -1.50 -4.11 3.31
O 1.14 2.92 -0.65
H 1.50 3.29 0.15
H 1.33 3.57 -1.33
O 0.19 -0.35 -0.21
H -0.52 -0.42 0.42
H -0.03 0.41 -0.75
O -2.09 4.49 -2.39
H -1.63 5.23 -2.80
H -1.95 4.61 -1.45
O 3.90 -1.52 -3.33
H 3.22 -1.52 -4.00
H 4.40 -0.73 -3.49
O -1.45 1.65 -5.62
H -1.04 2.25 -6.24
H -0.72 1.29 -5.11
O -0.79 1.66 -2.14
H -0.20 2.11 -1.54
H -1.27 2.36 -2.58
O 0.01 0.92 3.48
H -0.42 0.17 3.89
H -0.62 1.64 3.57
O 1.87 -2.64 -4.84
H 1.98 -3.40 -5.40
H 1.12 -2.87 -4.28
O -4.25 1.33 -4.23
H -3.72 0.70 -3.74
H -3.74 1.52 -5.01
O 2.93 -0.36 -0.63
H 1.98 -0.38 -0.76
H 3.29 -0.21 -1.51
O 3.70 1.73 -3.07
H 2.94 1.43 -3.56
H 4.45 1.42 -3.57
O -0.24 -2.75 2.79
H 0.01 -2.07 2.15
H 0.40 -2.64 3.50

=====

9
Properties=species:S:1:pos:R:3 method="wB97M-V/def2-TZVPD" orbital_gap_ha="0.180 / 0.239" de_lowest_kj_mol=222.75 multiplicity=3 homo_ev="-3.993 / -8.724"
N -1.41 0.21 0.21
N -0.22 -0.45 -0.06
P 0.97 0.81 0.08
S 2.75 -0.27 0.10
H -1.22 0.62 1.10
H -2.16 -0.41 0.11
H -0.28 -0.78 -1.01
H 0.85 1.02 1.57
H 2.90 -0.73 -1.18

=====

9
Properties=species:S:1:pos:R:3 method="wB97M-V/def2-TZVPD" orbital_gap_ha="0.266 / 0.278" de_lowest_kj_mol=35.58 multiplicity=3 homo_ev="-6.379 / -8.378"
N 0.30 1.67 -0.72
N -0.20 -2.27 0.69
N -0.19 1.00 0.32
S 0.95 -1.08 0.64
H 1.26 2.02 -0.71
H 0.03 1.26 -1.61
H -0.71 -2.43 -0.17
H -0.80 -2.25 1.50
H 0.19 1.36 1.19

=====

10
Properties=species:S:1:pos:R:3 method="wB97M-V/def2-TZVPD" orbital_gap_ha=0.375 de_lowest_kj_mol=75.59 homo_ev=-10.144
N -0.78 0.55 0.37
O -1.00 1.73 3.08
O -1.17 -0.67 3.40
Si 0.45 -0.51 -0.36
S -1.65 0.51 2.71
H -1.58 0.08 0.20
H -0.74 1.43 -0.11
H -0.25 -0.74 -1.63
H 1.64 0.36 -0.57
H 0.72 -1.40 0.69

=====

9
Properties=species:S:1:pos:R:3 method="wB97M-V/def2-TZVPD" smiles="N[SiH]=S.O" orbital_gap_ha=0.315 de_lowest_kj_mol=232.18 homo_ev=-8.627
N 0.89 -1.65 0.72
Si 0.98 -0.21 -0.14
S 0.92 1.40 1.06
H 0.25 -2.35 0.41
H 1.48 -2.08 1.39
H 0.80 -0.72 -1.55
O -1.52 1.58 -0.79
H -2.44 1.63 -0.81
H -1.37 2.39 -0.29

=====

9
Properties=species:S:1:pos:R:3 method="wB97M-V/def2-TZVPD" orbital_gap_ha=0.335 de_lowest_kj_mol=270.78 homo_ev=-8.650
N -1.58 -0.97 -0.06
O 0.06 1.33 0.62
Si 0.32 0.44 -0.65
S 2.23 -0.46 -0.13
H -1.51 -1.90 -0.51
H -1.50 -0.94 0.94
H -0.75 1.40 1.02
H 0.35 0.70 -2.13
H 2.37 0.40 0.88

=====

9
Properties=species:S:1:pos:R:3 method="wB97M-V/def2-TZVPD" smiles=N[Si@@H](O)S orbital_gap_ha=0.347 de_lowest_kj_mol=76.91 homo_ev=-8.942
N -0.17 -0.47 0.93
Si 0.00 0.67 -0.47
O 0.36 2.22 -0.16
S 1.66 -0.23 -1.61
H -0.71 -1.30 0.60
H 0.56 -0.83 1.49
H -0.97 0.98 -1.65
H 0.51 2.91 0.49
H 1.05 -1.39 -1.91

=====

10
Properties=species:S:1:pos:R:3 method="wB97M-V/def2-TZVPD" orbital_gap_ha=0.309 de_lowest_kj_mol=148.65 homo_ev=-9.040
N 0.86 1.10 0.80
Si -0.13 -0.07 0.16
S 0.19 -0.42 -2.56
S -2.01 0.25 1.17
S 0.57 -2.07 0.71
H 1.92 1.08 0.81
H 0.84 2.11 0.69
H 1.16 0.31 -2.71
H -2.72 0.02 0.01
H 0.87 -2.39 -0.51

=====

8
Properties=species:S:1:pos:R:3 method="wB97M-V/def2-TZVPD" orbital_gap_ha=0.255 de_lowest_kj_mol=47.91 homo_ev=-3.022 charge=-1
S -0.61 0.40 -2.09
H 0.35 0.94 -1.33
H -1.36 0.41 0.51
H -2.09 -0.84 0.64
O -2.08 0.03 1.04
H 1.48 -0.05 -0.17
H 2.24 -0.21 1.11
O 2.07 -0.68 0.28

=====

8
Properties=species:S:1:pos:R:3 method="wB97M-V/def2-TZVPD" orbital_gap_ha=0.324 de_lowest_kj_mol=38.68 homo_ev=-3.869 charge=-1
O 0.01 -0.53 -0.85
H -0.47 -1.28 -1.24
O -1.91 1.30 -0.18
H -2.63 0.61 -0.28
H -1.12 0.64 -0.28
O 2.00 -0.62 1.14
H 2.33 -0.30 0.31
H 1.13 -0.91 0.68

=====

90
Properties=species:S:1:pos:R:3 method="wB97M-V/def2-TZVPD" orbital_gap_ha=0.283 de_lowest_kj_mol=363.63 homo_ev=-8.548
O 0.30 0.04 0.21
O 0.29 -0.76 -2.52
O 0.93 2.39 1.53
O -1.64 0.16 2.28
O 3.00 -0.84 0.93
O -2.64 1.51 -1.42
O 2.73 -1.93 -1.77
O -1.46 3.40 0.72
O -1.76 -3.34 0.00
O 2.79 3.08 -0.18
O -0.03 1.67 -3.99
O -3.34 -1.90 1.42
O 0.17 -0.49 4.16
O -1.46 -3.16 -2.78
O 4.09 1.32 -1.66
O -0.33 -3.81 2.33
O -1.36 4.18 -2.82
O 0.90 2.36 4.28
O -3.04 2.62 3.07
O 3.13 -2.96 2.70
O 3.74 1.35 3.30
O -5.40 -0.02 -0.26
O 2.81 -4.67 -1.31
O -2.21 -2.45 4.40
O -4.41 -1.84 -3.24
O 1.88 5.29 -1.98
O 5.75 0.06 1.43
O -5.25 -2.67 -0.50
O -0.77 6.05 -0.43
O 0.73 -5.07 -3.21
H 1.21 -0.29 0.44
H 0.24 -0.12 -0.71
H 0.17 0.06 -3.08
H -0.48 -1.33 -2.65
H 1.79 2.56 0.99
H 0.73 1.49 1.13
H -1.04 0.29 1.52
H -2.30 -0.48 1.96
H 3.81 -0.30 0.94
H 3.17 -1.61 1.46
H -2.34 2.08 -0.76
H -2.45 2.04 -2.19
H 1.80 -1.64 -2.06
H 2.92 -1.41 -0.96
H -1.20 4.31 0.47
H -0.62 3.10 1.09
H -2.25 -4.14 0.02
H -1.50 -3.19 -0.94
H 2.53 3.87 -0.68
H 3.23 2.48 -0.70
H -0.35 2.42 -3.50
H 0.77 1.94 -4.47
H -4.15 -1.89 0.88
H -2.63 -2.14 0.85
H 0.35 0.43 4.49
H -0.53 -0.36 3.54
H -2.29 -3.34 -3.31
H -0.85 -3.88 -3.08
H 3.85 1.10 -2.53
H 4.88 0.82 -1.49
H 0.53 -3.36 2.13
H -0.98 -3.66 1.61
H -1.03 4.76 -2.15
H -1.46 4.60 -3.66
H 0.79 2.27 3.30
H 0.10 2.76 4.66
H -2.64 3.15 2.36
H -2.68 1.74 2.89
H 2.85 -3.07 3.64
H 4.09 -3.17 2.73
H 4.33 1.25 2.59
H 3.23 0.56 3.54
H -4.94 0.56 -0.87
H -5.61 -0.87 -0.72
H 3.03 -3.76 -1.29
H 3.56 -5.16 -1.61
H -1.55 -2.65 3.64
H -2.86 -3.13 4.30
H -3.86 -1.75 -4.02
H -4.91 -1.08 -3.33
H 1.12 5.68 -1.54
H 1.57 4.89 -2.84
H 6.31 0.52 0.83
H 6.17 -0.80 1.65
H -5.74 -3.30 -0.05
H -5.05 -2.92 -1.38
H -0.26 6.73 -0.05
H -1.32 6.57 -1.08
H 1.50 -4.98 -2.62
H 1.10 -4.82 -4.03

=====

93
Properties=species:S:1:pos:R:3 method="wB97M-V/def2-TZVPD" orbital_gap_ha=0.310 de_lowest_kj_mol=421.03 homo_ev=-9.720
O 3.58 -0.58 2.33
H 4.10 -1.29 1.95
H 4.19 -0.11 2.89
O 3.19 0.92 -3.45
H 3.23 -0.04 -3.44
H 2.81 1.14 -2.60
O 2.45 -1.43 4.68
H 2.65 -0.87 5.43
H 2.83 -0.97 3.93
O 0.04 -5.08 0.12
H 0.02 -5.10 -0.83
H -0.73 -4.57 0.37
O -3.51 1.39 2.16
H -2.92 0.64 2.19
H -4.07 1.29 2.92
O -2.72 3.47 0.40
H -2.79 4.39 0.66
H -2.97 2.97 1.18
O -4.08 -2.35 -4.03
H -3.34 -2.10 -3.47
H -4.76 -1.72 -3.83
O -0.55 -0.86 4.22
H 0.24 -1.33 4.52
H -1.12 -0.85 4.99
O -1.40 -2.83 -1.69
H -0.45 -2.96 -1.69
H -1.69 -3.17 -0.84
O 2.91 -0.21 -0.49
H 3.86 -0.35 -0.46
H 2.63 -0.33 0.42
O -4.78 -1.58 2.24
H -4.79 -1.73 3.19
H -3.87 -1.37 2.04
O 0.91 -5.19 -4.19
H 1.09 -5.35 -5.12
H 0.57 -4.30 -4.16
O 2.56 -4.60 1.29
H 1.69 -4.67 0.89
H 3.05 -5.33 0.92
O 0.01 -0.37 -3.37
H -0.01 -1.16 -3.90
H -0.26 -0.66 -2.49
O 3.94 4.30 0.83
H 3.43 4.78 0.17
H 3.31 3.72 1.25
O 0.02 3.25 0.40
H 0.45 2.65 1.00
H -0.91 3.07 0.49
O 1.44 -2.43 -1.68
H 2.05 -2.44 -2.41
H 2.00 -2.37 -0.90
O -2.45 -4.13 0.49
H -3.28 -3.75 0.20
H -2.69 -4.69 1.23
O 2.79 -2.28 -4.08
H 3.44 -2.68 -4.66
H 2.03 -2.11 -4.64
O 2.74 2.94 3.64
H 3.67 2.68 3.67
H 2.36 2.55 4.43
O 1.73 1.38 1.68
H 2.27 0.61 1.85
H 1.82 1.92 2.47
O 1.68 0.44 -5.55
H 2.04 0.54 -4.67
H 0.77 0.17 -5.41
O -0.12 1.91 3.88
H 0.24 1.91 4.76
H -0.33 0.99 3.70
O -1.59 1.97 -4.38
H -1.17 1.34 -3.79
H -2.44 2.15 -3.98
O 1.15 5.62 0.71
H 0.78 6.35 0.21
H 0.59 4.87 0.48
O -3.47 2.50 -2.18
H -3.84 1.68 -1.86
H -3.27 3.00 -1.39
O -1.09 4.44 3.39
H -1.99 4.15 3.54
H -0.58 3.63 3.38
O -0.02 -0.55 0.21
H 0.41 -1.13 -0.42
H 0.67 0.08 0.46
O 1.27 3.32 -1.94
H 0.94 3.33 -1.05
H 0.59 2.87 -2.45
O -4.46 0.05 -1.15
H -5.03 0.51 -0.53
H -4.09 -0.67 -0.65
O -2.26 -1.07 1.78
H -1.66 -1.02 1.04
H -1.70 -1.12 2.55

=====

102
Properties=species:S:1:pos:R:3 method="wB97M-V/def2-TZVPD" orbital_gap_ha=0.336 de_lowest_kj_mol=410.34 homo_ev=-10.082
O 6.90 -28.76 -0.97
H 6.08 -29.24 -0.99
H 7.34 -29.00 -1.79
O 2.41 -31.11 4.51
H 2.86 -30.26 4.47
H 2.84 -31.57 5.23
O 2.48 -27.23 7.09
H 1.81 -26.61 7.37
H 2.12 -28.09 7.30
O 4.15 -21.25 0.80
H 3.44 -21.75 0.38
H 4.15 -20.41 0.33
O 2.93 -22.40 4.03
H 3.46 -21.62 4.21
H 2.81 -22.81 4.88
O 4.78 -20.59 5.35
H 4.90 -20.74 4.41
H 4.92 -19.65 5.46
O 7.47 -28.49 6.17
H 6.68 -27.98 6.01
H 8.14 -27.84 6.36
O 2.57 -27.60 0.20
H 1.96 -27.72 -0.54
H 3.02 -26.78 0.01
O 2.21 -23.68 -0.32
H 3.11 -23.95 -0.54
H 1.70 -23.89 -1.10
O -1.02 -24.29 2.26
H -0.84 -23.35 2.19
H -0.16 -24.69 2.37
O 7.12 -24.16 8.29
H 7.45 -24.52 9.12
H 6.42 -24.77 8.03
O 3.44 -24.68 2.17
H 3.85 -24.53 1.32
H 3.49 -23.83 2.61
O 8.62 -30.23 1.15
H 8.24 -29.39 1.42
H 8.07 -30.52 0.43
O 4.59 -27.21 9.11
H 4.82 -26.39 9.55
H 4.01 -26.94 8.39
O 1.19 -25.77 2.93
H 1.95 -25.25 2.67
H 1.31 -26.61 2.48
O 6.38 -27.66 1.75
H 5.82 -28.40 1.51
H 6.92 -27.51 0.97
O 6.27 -31.55 0.33
H 5.92 -30.66 0.37
H 6.11 -31.91 1.20
O 1.28 -28.62 2.37
H 1.68 -28.79 3.22
H 2.02 -28.47 1.78
O 5.16 -25.39 6.50
H 6.07 -25.15 6.33
H 4.80 -25.63 5.65
O 3.51 -24.63 8.45
H 4.07 -25.02 7.78
H 2.73 -24.33 7.97
O 4.48 -29.45 0.63
H 4.00 -30.19 0.99
H 3.82 -28.95 0.14
O 7.28 -23.72 3.38
H 7.28 -24.63 3.10
H 7.63 -23.73 4.27
O 1.92 -23.70 6.38
H 1.36 -24.21 5.80
H 1.30 -23.21 6.93
O 7.22 -30.46 4.41
H 7.35 -29.80 5.09
H 8.02 -30.99 4.42
O 5.54 -31.99 2.83
H 4.62 -31.80 2.63
H 5.81 -31.28 3.41
O 5.07 -26.05 3.63
H 5.58 -26.66 3.09
H 4.67 -25.45 3.01
O 5.72 -21.05 2.92
H 5.25 -21.26 2.11
H 6.32 -21.79 3.04
O 4.88 -24.14 -0.08
H 5.09 -24.43 -0.96
H 5.66 -23.66 0.21
O 10.17 -29.27 3.06
H 9.30 -29.65 3.18
H 10.50 -29.65 2.25
O -0.62 -26.40 5.20
H 0.07 -26.35 4.54
H -0.97 -25.51 5.25
O 1.09 -22.33 1.97
H 1.37 -22.53 1.07
H 1.75 -22.75 2.52
O 7.47 -23.56 0.69
H 7.15 -23.58 1.59
H 8.18 -24.20 0.68
O 2.96 -28.06 4.37
H 3.41 -27.23 4.25
H 2.39 -27.92 5.13
O 8.85 -26.45 0.05
H 9.04 -27.15 -0.57
H 9.65 -26.36 0.56

=====

15
Properties=species:S:1:pos:R:3 method="wB97M-V/def2-TZVPD" orbital_gap_ha=0.198 de_lowest_kj_mol=40.21 homo_ev=-9.561
In -0.58 -0.39 -0.09
P 0.65 0.89 3.09
O -0.21 0.60 4.38
O -0.31 1.52 2.00
O 1.14 -0.41 2.36
O 1.74 1.88 3.52
O -0.90 -2.31 -2.30
H -0.42 -3.13 -2.42
H -1.38 -2.19 -3.12
O -2.32 0.42 -2.37
H -2.17 1.30 -2.72
H -2.88 0.00 -3.01
O 2.25 0.56 -0.02
H 3.17 0.35 -0.17
H 2.23 0.91 0.87

=====

8
Properties=species:S:1:pos:R:3 method="wB97M-V/def2-TZVPD" smiles=N.N orbital_gap_ha=0.415 de_lowest_kj_mol=11.55 homo_ev=-10.223
N 1.06 -2.69 2.60
H 0.76 -2.05 3.34
H 0.31 -3.39 2.49
H 1.09 -2.15 1.73
N -0.91 2.51 -2.81
H -1.49 3.20 -2.31
H 0.05 2.89 -2.84
H -0.87 1.68 -2.22

=====

11
Properties=species:S:1:pos:R:3 method="wB97M-V/def2-TZVPD" orbital_gap_ha=0.287 homo_ev=-3.821 charge=-1
N -1.10 1.73 0.48
Sb 0.23 0.07 0.36
O 1.42 -1.58 0.10
N 1.00 -2.32 -0.95
O 0.95 -1.66 -1.98
H -1.98 1.46 1.00
H -1.41 1.85 -0.53
H 1.45 0.96 1.24
H 0.83 0.81 -1.14
H -1.05 -0.78 -0.50
H -0.35 -0.53 1.91

=====

The following strongest force on any atom values (in eV Å⁻¹) correspond, in order, to the records above: 2.31, 1.31, 3.57, 2.25, 4.19, 2.81, 5.19, 3.74, 5.47, 0.74, 2.09, 3.55, 1.39, 1.57, 2.35, 0.51, 3.00.